Entry 1:
A 9-piece molecular cluster, C44H61FN2O14 overall, computed with wB97M-V/def2-TZVPD.

Geometry as ORCA input:
```
! wB97M-V def2-TZVPD RIJCOSX def2/J DEFGRID3
* xyz 0 1
C -3.228 -0.964 0.905
C -1.887 -1.738 0.962
N -1.058 -1.567 -0.235
C -0.359 -0.386 -0.493
C 0.407 -0.516 -1.682
N 0.185 -1.833 -2.171
C -0.660 -2.452 -1.255
C 0.690 -2.573 -3.388
H -3.896 -1.111 1.754
H -3.700 -1.275 -0.026
H -3.197 0.115 0.759
H -2.132 -2.798 1.029
H -1.309 -1.385 1.816
H -0.510 0.486 0.126
H 0.942 0.218 -2.267
H -0.933 -3.492 -1.355
H 0.816 -1.828 -4.173
H 0.110 -3.349 -3.889
H 1.599 -3.118 -3.132
F -1.220 4.328 3.958
C -0.600 7.209 -4.122
C -1.204 6.865 -2.913
C -2.337 6.069 -2.889
C -2.896 5.630 -4.034
C -2.296 5.946 -5.289
C -1.247 6.771 -5.294
O -0.709 7.058 -6.484
O -2.877 5.561 -1.759
H 0.187 7.946 -4.191
H -0.858 7.287 -1.981
H -3.764 4.992 -4.113
H -2.735 5.521 -6.180
H 0.243 7.164 -6.423
H -2.334 5.571 -0.968
C -7.220 5.669 5.849
C -8.326 6.516 5.852
C -9.319 6.323 6.787
C -9.250 5.310 7.758
C -8.089 4.512 7.760
C -7.170 4.645 6.774
O -6.167 3.725 6.682
O -10.312 7.268 6.985
H -6.523 5.816 5.038
H -8.298 7.391 5.220
H -10.147 5.140 8.334
H -7.922 3.654 8.395
H -5.486 3.995 6.062
H -9.974 8.161 7.084
C 5.434 -5.132 7.961
C 4.257 -4.583 7.559
C 3.798 -3.449 8.216
C 4.525 -2.814 9.203
C 5.746 -3.320 9.592
C 6.252 -4.397 8.924
O 7.379 -4.975 9.321
O 2.595 -2.897 7.864
H 5.896 -6.022 7.559
H 3.674 -5.040 6.773
H 4.112 -1.898 9.599
H 6.351 -2.698 10.235
H 7.606 -4.644 10.193
H 2.468 -2.232 8.545
C -5.226 -2.288 -8.390
C -4.935 -3.326 -7.548
C -4.202 -4.479 -7.948
C -3.865 -4.552 -9.340
C -4.360 -3.603 -10.216
C -4.989 -2.431 -9.813
O -5.494 -1.489 -10.661
O -3.971 -5.532 -7.088
H -5.667 -1.411 -7.938
H -5.285 -3.304 -6.527
H -3.339 -5.370 -9.810
H -4.145 -3.827 -11.250
H -5.924 -1.968 -11.373
H -3.479 -6.267 -7.462
C 7.221 4.864 6.136
C 6.138 5.546 5.584
C 5.175 4.876 4.801
C 5.264 3.534 4.600
C 6.338 2.823 5.172
C 7.314 3.480 5.938
O 8.353 2.762 6.497
O 4.252 5.617 4.113
H 7.997 5.435 6.624
H 6.120 6.590 5.860
H 4.539 2.932 4.072
H 6.469 1.779 4.928
H 8.802 3.223 7.210
H 3.421 5.139 4.155
C 1.809 -8.460 -0.507
O 0.438 -8.663 -0.519
C -0.080 -9.716 0.313
C -1.664 -9.671 0.244
O -2.177 -9.899 -1.125
C -3.633 -9.722 -1.169
H 2.163 -7.977 0.404
H 2.366 -7.800 -1.171
H 2.306 -9.402 -0.738
H 0.180 -9.491 1.347
H 0.413 -10.679 0.185
H -2.066 -8.750 0.666
H -1.999 -10.485 0.886
H -3.996 -9.892 -0.156
H -4.123 -10.347 -1.916
H -3.799 -8.660 -1.353
C 2.961 2.444 -7.913
O 3.456 2.731 -6.613
C 4.674 3.401 -6.615
C 5.437 3.894 -5.288
O 5.830 2.870 -4.405
C 6.470 3.422 -3.248
H 1.874 2.364 -7.897
H 3.292 1.537 -8.420
H 3.119 3.315 -8.549
H 4.640 4.149 -7.407
H 5.328 2.644 -7.050
H 4.760 4.608 -4.820
H 6.374 4.404 -5.510
H 5.886 4.176 -2.721
H 7.443 3.813 -3.546
H 6.669 2.715 -2.443
*
```

Values from the calculation:
E_HOMO = -5.285 eV
LUMO level = -1.4 eV
Gap between HOMO and LUMO = 0.145 Ha

Mulliken atomic charge list, values in e, 4 entries: -1.1225, -0.4104, 0.2159, -0.3408

Entry 2:
A 2-piece molecular cluster, C2H5FIN overall, computed with wB97M-V/def2-TZVPD.

Geometry as ORCA input:
```
! wB97M-V def2-TZVPD RIJCOSX def2/J DEFGRID3
* xyz 0 1
C 0.266 -0.437 1.154
C -0.366 0.380 -1.058
N 0.071 -0.650 -0.232
F -0.305 0.081 -2.348
I -2.301 1.057 -0.609
H -0.697 -0.264 1.731
H 0.683 -1.430 1.569
H 0.967 0.280 1.501
H 0.740 1.857 -1.140
H 0.941 -0.874 -0.568
*
```

Values from the calculation:
E_HOMO = -8.945 eV
LUMO level = 0.0 eV
Gap between HOMO and LUMO = 0.329 Ha
ΔE to the lowest compared entry with this formula, charge and spin = 309.3 kJ/mol

natural (NBO) atomic charge list, values in e, 4 entries: -0.4293, 0.3462, -0.6590, -0.3533

Entry 3:
A 2-piece molecular cluster, C3H4Cl2O overall, computed with wB97M-V/def2-TZVPD.

Geometry as ORCA input:
```
! wB97M-V def2-TZVPD RIJCOSX def2/J DEFGRID3
* xyz 0 1
C 2.001 -0.274 -0.960
C -0.804 0.199 0.542
C -0.372 -1.301 0.630
O 1.639 0.832 -1.266
Cl 0.323 -2.175 1.960
Cl -0.938 -2.474 -0.519
H 2.683 -0.855 -1.504
H -0.617 0.633 1.550
H -1.810 0.204 0.266
H -0.212 0.593 -0.174
*
```

Values from the calculation:
E_HOMO (spin up / spin down) = -8.807 / -7.876 eV
LUMO level (spin up / spin down) = 0.1 / -0.2 eV
Gap between HOMO and LUMO (spin up / spin down) = 0.329 / 0.283 Ha
ΔE to the lowest compared entry with this formula, charge and spin = 410.5 kJ/mol

natural (NBO) atomic charge list, values in e, 4 entries: 0.3584, -0.6531, -0.0852, -0.4765

Entry 4:
A 2-piece molecular cluster, C4H12O2S overall, computed with wB97M-V/def2-TZVPD.

Geometry as ORCA input:
```
! wB97M-V def2-TZVPD RIJCOSX def2/J DEFGRID3
* xyz 0 1
O 1.350 -1.487 2.297
C 1.223 -1.297 0.884
C 1.138 0.194 0.463
C -0.261 0.734 0.142
C -0.409 1.640 -1.065
S -0.299 0.523 -2.576
H 0.833 -0.793 2.713
H 1.912 -1.827 0.259
H 0.186 -1.671 0.782
H 1.880 0.447 -0.305
H 1.588 0.705 1.337
H -0.709 1.201 1.018
H -0.800 -0.208 0.108
H -1.361 2.150 -1.136
H 0.373 2.401 -0.939
H 1.034 0.665 -2.637
O -1.990 -0.575 1.809
H -1.991 -0.755 2.743
H -2.829 -0.254 1.471
*
```

Values from the calculation:
E_HOMO = -8.965 eV
LUMO level = 0.5 eV
Gap between HOMO and LUMO = 0.346 Ha
ΔE to the lowest compared entry with this formula, charge and spin = 127.0 kJ/mol

natural (NBO) atomic charge list, values in e, 4 entries: -0.7231, -0.0696, -0.4423, -0.4419

Entry 5:
C4H5BN2O as an isolated structure, computed with wB97M-V/def2-TZVPD.

Geometry as ORCA input:
```
! wB97M-V def2-TZVPD RIJCOSX def2/J DEFGRID3
* xyz 0 1
B 0.278 0.096 -1.872
C 1.131 -0.153 0.753
C -1.318 0.446 0.291
C -0.393 0.231 2.496
C -0.267 0.322 -0.545
N 0.941 -0.036 2.016
N -1.355 0.448 1.658
O 0.372 -1.165 -2.427
H 0.422 0.900 -2.740
H 1.998 -0.569 0.183
H -2.294 0.511 -0.177
H -0.384 0.278 3.561
H 0.870 -1.307 -3.197
*
```

Values from the calculation:
E_HOMO = -9.069 eV
LUMO level = -0.1 eV
Gap between HOMO and LUMO = 0.330 Ha
ΔE to the lowest compared entry with this formula, charge and spin = 276.4 kJ/mol

natural (NBO) atomic charge list, values in e, 4 entries: 0.7115, 0.1932, -0.0063, 0.2642

Entry 6:
A 16-piece molecular cluster, C4H39NO15 overall, computed with wB97M-V/def2-TZVPD.

Geometry as ORCA input:
```
! wB97M-V def2-TZVPD RIJCOSX def2/J DEFGRID3
* xyz 0 1
C 1.431 0.377 -1.008
N -0.019 0.532 -1.318
C -0.708 -0.553 -0.545
C 0.315 -1.257 0.331
C 1.566 -0.422 0.293
H 1.986 1.338 -0.901
H 1.981 -0.041 -1.827
H -0.450 1.382 -0.989
H -1.138 -1.235 -1.305
H -1.657 -0.250 -0.059
H -0.051 -1.510 1.316
H 0.645 -2.242 -0.057
H 2.564 -0.842 0.345
H 1.485 0.283 1.124
H -2.271 2.009 1.187
H -1.482 3.327 1.020
O -2.266 2.852 0.722
H -1.333 -2.392 -2.761
H -0.858 -1.373 -3.813
O -0.848 -2.320 -3.583
H 2.006 -3.296 -2.277
H 0.703 -3.263 -3.199
O 1.149 -3.693 -2.445
H -3.025 2.833 -1.812
H -2.265 1.497 -1.820
O -2.247 2.397 -2.172
H -3.224 -3.410 0.595
H -3.415 -2.961 -0.877
O -3.497 -2.666 0.034
H -0.960 -3.975 -0.263
H -0.046 -4.012 0.814
O -0.928 -4.370 0.623
H -2.982 -1.417 1.459
H -2.659 -2.491 2.498
O -3.031 -1.597 2.409
H 1.165 1.841 1.155
H -0.300 1.551 1.512
O 0.450 2.165 1.712
H 3.050 -1.753 2.582
H 3.927 -2.871 2.042
O 3.114 -2.389 1.850
H -0.176 2.691 -2.923
H 1.243 3.133 -3.566
O 0.336 2.876 -3.718
H 4.525 0.891 2.862
H 2.980 0.943 2.633
O 3.798 0.531 2.343
H 1.183 2.009 3.824
H 0.325 3.267 3.935
O 0.538 2.444 4.385
H 3.449 3.218 0.829
H 2.461 3.850 1.836
O 2.818 3.937 0.948
H -0.715 0.888 3.538
H -1.702 -0.105 2.895
O -0.873 0.377 2.723
H -1.322 1.289 -4.060
H -0.078 0.638 -4.769
O -0.893 0.456 -4.288
*
```

Values from the calculation:
E_HOMO = -9.073 eV
LUMO level = -0.3 eV
Gap between HOMO and LUMO = 0.323 Ha
ΔE to the lowest compared entry with this formula, charge and spin = 334.3 kJ/mol

natural (NBO) atomic charge list, values in e, 4 entries: -0.2352, -0.6450, -0.2358, -0.4443

| no. | E (Eh) | F_max (eV/Å) |
| --- | --- | --- |
| 1 | -2975.513045 | 4.46 |
| 2 | -531.389277 | 4.29 |
| 3 | -1112.182305 | 5.25 |
| 4 | -708.210528 | 3.38 |
| 5 | -364.942447 | 7.29 |
| 6 | -1359.099905 | 2.23 |